The following is a DFT calculation (ωB97M-V with the def2-TZVPD basis set) of a cluster of 2 separate species, C25H19F6 in total in a non-equilibrium geometry.

Highest occupied orbital energy (eV): -12.3
Frontier orbital gap (eV): 6.27
Total charge: +1
E_LUMO (Eh): -0.220

```
50
Properties=species:S:1:pos:R:3:forces:R:3:lowdin_charge:R:1
F -6.56589 1.69843 0.21619 0.7909 0.8065 -0.1258 0.12
F -6.11744 3.80812 0.65447 0.3476 -0.9383 -0.5161 0.13
F 5.72111 1.63997 0.22628 -0.7674 0.8131 -0.1556 0.11
F 5.30630 3.75401 0.67082 -0.4300 -0.9778 -0.5387 0.13
F 5.04906 2.98935 -1.36305 -0.2180 -0.2357 0.8876 0.12
F -5.83940 3.02139 -1.36782 0.2516 -0.2260 0.8764 0.12
C -1.74745 -3.69180 -0.39650 0.1079 1.5390 0.0477 0.03
C 0.86742 1.38628 0.64158 0.7235 -0.5766 -0.2194 -0.18
C 1.12622 2.34022 -0.35279 0.2186 -0.1625 0.3355 -0.01
C 3.43491 2.31929 0.25207 0.7763 -0.3580 0.0062 -0.12
C -1.91481 2.61732 -0.01571 -0.2666 -0.3675 -0.0559 0.00
C -4.26763 2.35349 0.29335 -0.7567 -0.4276 -0.1174 -0.12
C 2.40832 2.83937 -0.51710 0.1535 0.0044 -0.0377 0.01
C 3.21643 -2.50453 -0.83182 -0.0883 0.1226 0.0967 -0.03
C 1.91631 0.94023 1.46260 -0.3408 0.4381 -0.2784 -0.02
C -3.21251 3.02754 -0.29922 -0.1006 -0.0048 0.3883 0.01
C 0.79238 -2.41052 -0.64168 0.3325 -0.1051 -0.3369 -0.14
C 3.20611 1.37631 1.24871 -0.1431 0.0555 0.0318 0.00
C -1.68636 1.42583 0.70101 -0.7948 -0.1089 0.0937 -0.16
C 2.04263 -1.77450 -0.85597 0.0493 0.1264 -0.2845 0.01
C -0.42247 -1.69562 -0.81053 -0.9524 -2.1530 -1.6671 0.04
C 0.75414 -3.82529 -0.48075 0.2078 0.2618 0.4365 -0.12
C -0.41020 0.62773 0.78695 -0.1907 3.4606 1.7424 -0.10
C -4.06212 1.31848 1.19944 0.2446 0.0528 -0.0117 0.00
C -1.70007 -2.31487 -0.53983 0.1447 -0.6636 0.1630 -0.01
C 4.86511 2.67447 -0.04937 1.2445 0.6823 -0.1691 -0.52
C -0.54385 -4.55865 -0.36024 -0.0490 1.1059 -0.2426 -0.10
C -2.77165 0.86795 1.40226 0.2448 0.1911 -0.4691 -0.03
C 1.95219 -4.52927 -0.46521 0.0773 -0.2423 0.0735 -0.01
C 3.18149 -3.89587 -0.63387 -0.6600 0.2678 0.2008 0.00
C -5.68663 2.71233 -0.04847 -1.2249 0.6448 -0.1935 -0.52
H -2.71563 -4.17269 -0.34946 -0.0474 -0.0363 0.0298 0.13
H 4.16433 -1.99125 -0.95400 -0.0943 -0.1031 -0.0652 0.12
H 4.09318 -4.48263 -0.59381 -0.0685 0.1406 -0.0689 0.12
H -3.40715 3.86457 -0.97444 0.1313 -0.2165 0.3483 0.14
H -0.42492 0.14295 1.73618 0.1534 -0.1983 1.0918 0.12
H -0.62187 -5.34780 -1.10840 -0.0431 -0.0838 -0.1604 0.16
H 1.68958 0.25490 2.27060 0.1073 -0.1094 -0.0910 0.12
H 2.05462 -0.69684 -1.07116 0.0682 -0.4799 0.2491 0.13
H 2.61862 3.59687 -1.27216 -0.0468 -0.2731 0.1629 0.14
H -0.54825 -5.08307 0.58552 -0.1013 -0.3525 0.5244 0.15
H -0.45555 -0.96991 -1.62196 0.2289 0.8532 0.7906 0.16
H -2.57819 0.07941 2.12063 -0.0751 -0.1484 -0.1494 0.12
H 1.89681 -5.60450 -0.28950 0.1720 0.2165 -0.1862 0.13
H -1.13632 3.27882 -0.34845 0.1235 -0.2996 -0.1968 0.09
H -4.88391 0.83586 1.71645 -0.0046 0.1983 -0.1132 0.13
H 4.01202 0.95564 1.83798 0.0589 0.2119 -0.0900 0.13
H -2.61518 -1.68956 -0.59104 0.6857 -0.6387 -0.0632 0.14
H -0.40162 -0.22645 0.19544 -0.1949 -1.4505 -1.8907 0.04
H 0.36772 2.71849 -1.01420 0.0143 -0.2554 -0.0827 0.09
```
Forces are in eV/Å.